Model P:
Below is the molecule C6H13N3Si, with properties calculated with the ωB97M-V functional and the def2-TZVPD basis.

Element x y z (Å)
Si: -0.41 -0.68 -0.15
N: 1.18 -0.09 -0.33
N: 3.54 -0.89 -0.13
N: 3.42 -1.99 -0.34
C: 1.83 2.24 0.51
C: -0.09 -2.30 0.60
C: 3.34 0.32 0.21
C: -1.48 0.37 1.22
C: 1.99 0.76 0.11
C: -1.33 -0.81 -1.77
H: -2.32 -0.35 -1.80
H: 0.95 2.37 1.05
H: -2.31 -0.25 1.63
H: -1.47 -1.86 -2.01
H: 1.82 2.64 -0.50
H: -0.74 0.55 1.97
H: -0.77 -0.33 -2.53
H: 4.08 0.99 0.64
H: -0.79 -3.06 0.43
H: 0.93 -2.53 0.35
H: -0.10 -2.27 1.67
H: 2.61 2.71 1.08
H: -1.93 1.25 0.91

## Properties
HOMO level = -8.53 eV
Kohn-Sham gap = 0.3369 hartree


Model Q:
Below is a 2-piece molecular cluster, C6H13N3Si overall, with properties calculated with the ωB97M-V functional and the def2-TZVPD basis.

Element x y z (Å)
Si: -1.21 -0.30 0.30
N: 2.34 0.23 -0.49
N: 3.55 0.11 1.26
N: 3.56 0.35 0.00
C: 1.47 -0.04 0.52
C: -1.68 1.33 1.15
C: 2.26 -0.08 1.63
C: -2.07 -1.88 1.13
C: 2.10 0.45 -1.90
C: -1.51 -0.16 -1.59
H: 1.85 1.54 -2.18
H: -1.49 -2.39 1.81
H: -2.53 0.32 -1.81
H: -2.96 -1.40 1.76
H: 1.94 -0.32 2.70
H: -2.71 1.35 1.17
H: 3.11 0.13 -2.44
H: 1.23 -0.14 -2.10
H: -1.30 -0.94 -2.35
H: -2.56 -2.47 0.34
H: -1.11 2.24 0.78
H: -0.93 0.64 -1.82
H: -1.35 1.44 2.11

## Properties
HOMO level = -8.89 eV
Kohn-Sham gap = 0.3397 hartree


In order of decreasing stability: model P, model Q.


Model P:
Below is a 2-piece molecular cluster, C3H6FN3 overall, with properties calculated with the ωB97M-V functional and the def2-TZVPD basis.

Element x y z (Å)
F: 1.70 1.13 -0.15
N: -1.20 1.34 0.02
N: -1.15 2.56 0.07
N: 1.94 -1.09 0.31
C: -1.43 -1.21 0.08
C: -1.43 0.24 0.37
C: 2.11 -0.13 -0.46
H: 1.29 -0.92 0.98
H: -0.64 -1.68 0.76
H: -1.23 -1.34 -1.00
H: -0.20 3.07 0.16
H: -2.42 -1.75 0.19
H: 2.66 -0.23 -1.32

## Properties
HOMO level = -8.11 eV
Kohn-Sham gap = 0.3232 hartree


Model Q:
Below is a 2-piece molecular cluster, C3H6FN3 overall, with properties calculated with the ωB97M-V functional and the def2-TZVPD basis.

Element x y z (Å)
F: -0.41 -2.68 -0.49
N: -0.84 -0.45 -0.02
N: 3.16 0.25 0.96
N: 2.79 0.68 -0.02
C: -1.07 -1.70 0.06
C: 2.17 1.07 -1.05
C: -1.77 0.37 0.64
H: -2.26 1.06 0.03
H: -1.31 0.94 1.41
H: -1.98 -1.99 0.62
H: 2.71 1.94 -1.58
H: -2.46 -0.35 0.90
H: 1.26 0.85 -1.44

## Properties
HOMO level = -8.33 eV
Kohn-Sham gap = 0.3440 hartree


Model R:
Below is the molecule C3H6FN3, with properties calculated with the ωB97M-V functional and the def2-TZVPD basis.

Element x y z (Å)
F: -2.78 1.30 0.03
N: 2.05 -0.06 0.10
N: -0.26 0.06 0.03
N: 2.21 1.32 -0.05
C: 0.82 -0.63 0.03
C: -1.46 -0.63 0.01
C: -2.64 -0.03 0.02
H: -3.61 -0.59 -0.02
H: 1.95 1.74 0.87
H: 0.84 -1.73 0.00
H: 2.85 -0.63 -0.23
H: -1.44 -1.73 -0.03
H: 1.46 1.62 -0.74

## Properties
HOMO level = -8.28 eV
Kohn-Sham gap = 0.3382 hartree
SMILES = NN/C=N/C=C\F


In order of decreasing stability: model R, model Q, model P.


Model P:
Below is a 2-piece molecular cluster, C8H14FN overall, with properties calculated with the ωB97M-V functional and the def2-TZVPD basis.

Element x y z (Å)
F: -0.26 3.32 0.64
N: 1.40 -1.05 -0.70
C: 0.30 1.99 0.14
C: 0.85 2.11 -1.31
C: -0.33 -3.46 0.40
C: -0.86 -2.09 -0.27
C: 1.33 1.60 1.19
C: 0.16 -1.11 -0.50
C: -2.15 1.12 0.35
C: -0.88 1.16 0.21
H: -2.72 0.29 -0.12
H: 1.13 2.26 2.04
H: 0.48 -3.05 1.01
H: -1.21 -3.78 1.00
H: 1.47 0.48 1.40
H: -2.79 2.00 0.52
H: 1.88 2.47 -1.22
H: 0.80 1.05 -1.63
H: -1.29 -2.38 -1.20
H: 1.99 -1.92 -0.71
H: 2.33 1.90 0.75
H: -0.13 -4.03 -0.47
H: -1.77 -1.72 0.33
H: 0.27 2.83 -1.84

## Properties
HOMO level (spin up / spin down) = -7.96 / -7.83 eV
Kohn-Sham gap (spin up / spin down) = 0.3021 / 0.3001 hartree


Model Q:
Below is a 2-piece molecular cluster, C8H14FN overall, with properties calculated with the ωB97M-V functional and the def2-TZVPD basis.

Element x y z (Å)
F: -1.16 2.75 1.41
N: -0.46 -1.32 -1.01
C: 0.79 0.53 2.47
C: -2.48 0.82 1.57
C: 0.63 -0.92 -0.62
C: -1.18 1.44 0.93
C: 2.27 -2.10 -2.00
C: 1.98 -0.94 -1.11
C: -1.34 1.49 -0.55
C: 0.07 0.73 1.38
H: 3.34 -2.07 -2.43
H: -3.33 1.14 0.96
H: -2.04 2.19 -0.97
H: 1.97 -2.94 -1.38
H: 1.48 -2.07 -2.70
H: -0.22 1.61 -1.11
H: 2.69 -0.88 -0.21
H: -2.62 1.38 2.54
H: -1.55 0.52 -0.91
H: -0.74 -1.93 -1.83
H: 0.68 1.08 3.39
H: 2.10 -0.14 -1.77
H: 1.64 -0.08 2.32
H: -2.53 -0.30 1.59

## Properties
HOMO level (spin up / spin down) = -8.05 / -7.65 eV
Kohn-Sham gap (spin up / spin down) = 0.3110 / 0.2999 hartree


In order of decreasing stability: model P, model Q.


Model P:
Below is the molecule C5H8, with properties calculated with the ωB97M-V functional and the def2-TZVPD basis.

Element x y z (Å)
C: 1.92 0.87 -0.38
C: 0.63 0.34 -0.11
C: 0.51 -1.18 -0.03
C: -0.86 0.70 0.15
C: -2.14 0.11 0.20
H: -0.02 -1.45 0.98
H: 2.68 0.25 -0.22
H: -1.00 1.65 0.57
H: 1.51 -1.64 -0.11
H: -2.87 0.76 0.58
H: 2.16 1.96 -0.58
H: -0.15 -1.49 -0.82
H: -2.38 -0.88 -0.23

## Properties
HOMO level = -8.94 eV
Kohn-Sham gap = 0.3471 hartree
SMILES = C=CC(=C)C


Model Q:
Below is the molecule C5H8, with properties calculated with the ωB97M-V functional and the def2-TZVPD basis.

Element x y z (Å)
C: -0.34 1.33 -0.02
C: -0.84 -1.00 -0.14
C: 0.76 -0.85 0.08
C: 1.03 0.67 -0.13
C: -1.38 0.45 -0.03
H: -1.33 -1.53 0.71
H: -0.39 2.42 0.25
H: -0.98 -1.54 -1.03
H: 1.05 -1.10 1.21
H: 1.57 -1.52 -0.50
H: -2.50 0.63 0.11
H: 1.49 0.92 -1.12
H: 1.83 1.11 0.59

## Properties
HOMO level = -9.01 eV
Kohn-Sham gap = 0.3757 hartree
SMILES = C1=CCCC1


In order of decreasing stability: model Q, model P.


Model P:
Below is the molecule C5H8, with properties calculated with the ωB97M-V functional and the def2-TZVPD basis.

Element x y z (Å)
C: 0.36 0.71 1.34
C: -1.33 -0.87 -1.25
C: 1.09 -0.39 0.69
C: -0.63 0.23 -1.04
C: 0.52 0.58 -0.21
H: -1.20 -1.84 -0.57
H: 2.14 -0.37 1.01
H: -2.12 -0.79 -1.99
H: -1.00 1.10 -1.70
H: -0.63 0.28 1.74
H: 0.55 -1.41 0.84
H: 1.38 1.24 -0.71
H: 0.87 1.53 1.83

## Properties
HOMO level = -9.25 eV
Kohn-Sham gap = 0.3856 hartree
SMILES = C=CC1CC1


Model Q:
Below is the molecule C5H8, with properties calculated with the ωB97M-V functional and the def2-TZVPD basis.

Element x y z (Å)
C: 0.17 1.04 -0.07
C: 0.05 0.65 -1.47
C: -0.14 0.38 -2.63
C: 0.36 -1.19 1.08
C: -0.57 0.04 0.83
H: 1.25 1.10 0.20
H: -0.75 0.54 1.81
H: 0.61 -1.75 0.18
H: -0.33 0.13 -3.62
H: -1.52 -0.26 0.40
H: -0.20 -1.86 1.75
H: 1.27 -0.85 1.54
H: -0.20 2.05 0.00

## Properties
HOMO level = -9.91 eV
Kohn-Sham gap = 0.4067 hartree
SMILES = C#CCCC


Model R:
Below is a 4-piece molecular cluster, C5H8 overall, with properties calculated with the ωB97M-V functional and the def2-TZVPD basis.

Element x y z (Å)
C: -0.95 1.12 0.00
C: 0.73 -2.66 0.49
C: 0.04 2.19 -0.62
C: -0.32 -0.22 0.16
C: 0.24 -1.29 0.32
H: -0.54 3.12 -0.72
H: 1.17 -3.06 -1.00
H: -1.27 1.47 0.99
H: 1.86 -2.49 1.52
H: 0.91 2.47 0.03
H: 0.47 1.85 -1.62
H: -0.47 -3.49 0.99
H: -1.89 0.99 -0.54

## Properties
HOMO level = -9.10 eV
Kohn-Sham gap = 0.3416 hartree


Model S:
Below is the molecule C5H8, with properties calculated with the ωB97M-V functional and the def2-TZVPD basis.

Element x y z (Å)
C: 2.28 -0.42 -0.53
C: -0.84 0.65 0.46
C: 1.35 -0.24 0.35
C: -1.56 0.01 -0.71
C: 0.26 -0.21 1.04
H: -1.51 0.90 1.29
H: -2.00 -0.94 -0.40
H: 2.99 0.37 -0.78
H: -2.34 0.67 -1.09
H: 2.41 -1.48 -0.25
H: -0.37 1.60 0.14
H: 0.18 -0.71 2.00
H: -0.85 -0.20 -1.52

## Properties
HOMO level = -8.37 eV
Kohn-Sham gap = 0.3429 hartree
SMILES = C=C=CCC


In order of decreasing stability: model Q, model P, model S, model R.


Model P:
Below is the molecule C8H6N2S2, with properties calculated with the ωB97M-V functional and the def2-TZVPD basis.

Element x y z (Å)
S: 1.80 -2.52 -0.08
S: 0.98 2.02 -0.87
N: -4.70 0.75 -0.16
N: 4.41 0.98 0.05
C: -2.37 -0.17 0.57
C: -1.75 -0.58 -0.53
C: -0.46 -1.26 -0.71
C: 0.98 -0.12 1.01
C: -3.63 0.42 0.16
C: 3.27 0.91 0.22
C: 0.67 -1.22 0.03
C: 1.83 0.93 0.31
H: 1.52 -0.50 1.76
H: -1.97 -0.04 1.45
H: 2.07 2.28 -1.66
H: -2.34 -0.39 -1.38
H: 0.08 0.48 1.30
H: -0.39 -1.98 -1.47

## Properties
HOMO level (spin up / spin down) = -7.79 / -7.82 eV
Kohn-Sham gap (spin up / spin down) = 0.1559 / 0.1469 hartree


Model Q:
Below is the molecule C8H6N2S2, with properties calculated with the ωB97M-V functional and the def2-TZVPD basis.

Element x y z (Å)
S: -2.58 -0.28 -1.25
S: -2.83 2.16 -2.92
N: 0.93 1.92 -3.60
N: -0.09 -0.74 -1.08
C: 1.12 -0.41 1.33
C: 1.08 -1.65 0.73
C: 0.37 1.87 -2.61
C: 0.39 -1.76 -0.43
C: -1.94 1.14 -1.94
C: 0.15 0.48 -0.61
C: -0.45 1.60 -1.40
C: 0.62 0.69 0.67
H: 1.36 -2.45 1.30
H: -3.52 -0.31 -2.13
H: 0.20 -2.71 -0.93
H: -0.56 2.63 -1.04
H: 1.68 -0.29 2.26
H: 0.86 1.66 0.96

## Properties
HOMO level = -8.78 eV
Kohn-Sham gap = 0.3021 hartree
SMILES = N#C[C@@H](C(=S)S)c1ccccn1


In order of decreasing stability: model Q, model P.


Model P:
Below is a 6-piece molecular cluster, H11O6 overall, with properties calculated with the ωB97M-V functional and the def2-TZVPD basis.

Element x y z (Å)
O: 2.22 1.31 -1.84
O: 0.53 -1.61 -0.02
O: -0.32 0.53 -1.08
O: -2.09 -3.42 0.46
O: 0.97 0.44 2.25
O: -1.28 2.71 0.42
H: -0.89 2.04 -0.16
H: 1.26 1.15 -1.90
H: -2.10 2.75 -0.07
H: 1.48 -1.74 -0.15
H: -2.18 -2.61 0.95
H: 1.09 -0.48 2.05
H: 0.69 0.73 1.38
H: -1.35 -3.25 -0.15
H: -0.90 -0.10 -1.53
H: 2.36 2.16 -1.41
H: 0.26 -0.80 -0.64

## Properties
HOMO level = -5.37 eV
Kohn-Sham gap = 0.3413 hartree
Charge = -1


Model Q:
Below is a 6-piece molecular cluster, H11O6 overall, with properties calculated with the ωB97M-V functional and the def2-TZVPD basis.

Element x y z (Å)
O: -2.66 0.19 -1.70
O: 1.64 2.59 0.71
O: -0.09 0.96 -0.55
O: 2.11 0.39 3.06
O: -2.17 -2.89 -1.51
O: 1.43 -1.30 -0.48
H: 2.77 0.87 2.55
H: 0.89 -0.52 -0.34
H: -1.53 -3.33 -0.98
H: -1.82 -2.00 -1.60
H: 1.13 1.88 0.09
H: 1.13 -1.94 0.13
H: 1.26 0.75 2.69
H: -2.68 -0.02 -0.74
H: -1.75 0.41 -1.67
H: 0.94 2.45 1.45
H: -0.59 1.53 -1.11

## Properties
HOMO level = -5.15 eV
Kohn-Sham gap = 0.3248 hartree
Charge = -1


In order of decreasing stability: model P, model Q.


Model P:
Below is CH7O3 as an isolated structure, with properties calculated with the ωB97M-V functional and the def2-TZVPD basis.

Element x y z (Å)
O: -0.65 -0.61 2.28
O: 1.87 -0.70 -0.48
O: 0.11 0.89 -1.05
C: -1.29 0.57 -0.96
H: -1.61 -0.48 -0.48
H: -1.83 1.27 -0.27
H: -1.72 0.53 -1.94
H: 2.59 -0.35 -0.01
H: -1.02 0.08 1.71
H: -0.28 -1.05 1.60
H: 1.01 -0.01 -0.78

## Properties
HOMO level = -3.70 eV
Kohn-Sham gap = 0.3002 hartree
Charge = -1


Model Q:
Below is a 3-piece molecular cluster, CH7O3 overall, with properties calculated with the ωB97M-V functional and the def2-TZVPD basis.

Element x y z (Å)
O: -0.46 -0.07 2.50
O: 0.15 1.58 0.64
O: 1.02 0.13 -1.33
C: 0.09 -0.89 -1.56
H: -0.33 -1.22 -0.58
H: 0.58 -1.75 -2.01
H: 0.59 0.77 -0.70
H: 1.05 1.41 0.91
H: -1.43 -0.12 2.44
H: -0.81 -0.53 -2.09
H: -0.44 0.69 1.77

## Properties
HOMO level = -3.99 eV
Kohn-Sham gap = 0.3079 hartree
Charge = -1


Model R:
Below is a 3-piece molecular cluster, CH7O3 overall, with properties calculated with the ωB97M-V functional and the def2-TZVPD basis.

Element x y z (Å)
O: 2.31 0.40 0.84
O: -1.53 1.18 1.45
O: 0.02 -0.64 0.24
C: -0.39 -0.64 -1.06
H: 0.44 -0.64 -1.78
H: 1.39 0.03 0.57
H: -2.17 1.29 0.75
H: 2.86 -0.31 0.49
H: -1.05 -1.51 -1.27
H: -1.04 0.23 -1.29
H: -0.83 0.59 1.05

## Properties
HOMO level = -3.66 eV
Kohn-Sham gap = 0.2998 hartree
Charge = -1


In order of decreasing stability: model R, model Q, model P.


Model P:
Below is the molecule H3N3O3, with properties calculated with the ωB97M-V functional and the def2-TZVPD basis.

Element x y z (Å)
O: 1.99 -1.29 -0.21
O: 1.06 -0.49 0.51
O: 2.30 1.26 -0.17
N: 1.32 0.82 0.37
N: -1.13 0.84 0.07
N: -0.12 1.61 0.01
H: -1.20 -0.14 -0.43
H: -1.95 1.20 0.50
H: 2.71 -0.60 -0.42

## Properties
HOMO level (spin up / spin down) = -8.70 / -8.52 eV
Kohn-Sham gap (spin up / spin down) = 0.3121 / 0.3067 hartree
SMILES = N/N=[N+](/[O-])OO


Model Q:
Below is a 2-piece molecular cluster, H3N3O3 overall, with properties calculated with the ωB97M-V functional and the def2-TZVPD basis.

Element x y z (Å)
O: 2.32 0.28 -1.53
O: 2.19 2.12 -2.77
O: -0.22 1.14 -0.58
N: 1.61 1.43 -1.96
N: -0.55 -0.38 0.62
N: 0.66 1.81 -1.28
H: -1.34 -0.31 0.01
H: 1.60 -0.29 -1.27
H: -0.86 0.05 1.53

## Properties
HOMO level (spin up / spin down) = -10.10 / -9.88 eV
Kohn-Sham gap (spin up / spin down) = 0.3436 / 0.2867 hartree


Model R:
Below is a 2-piece molecular cluster, H3N3O3 overall, with properties calculated with the ωB97M-V functional and the def2-TZVPD basis.

Element x y z (Å)
O: -2.20 -0.69 1.10
O: -0.04 -1.60 -1.15
O: -2.22 -0.75 -1.02
N: -0.48 -1.54 0.05
N: -1.75 -0.97 0.04
N: 0.14 0.83 0.50
H: -0.02 0.86 1.50
H: 1.09 0.41 0.48
H: -0.68 -1.20 -1.89

## Properties
HOMO level (spin up / spin down) = -11.23 / -10.38 eV
Kohn-Sham gap (spin up / spin down) = 0.3460 / 0.3520 hartree


In order of decreasing stability: model R, model P, model Q.


Model P:
Below is a 3-piece molecular cluster, C3H11NO3S overall, with properties calculated with the ωB97M-V functional and the def2-TZVPD basis.

Element x y z (Å)
S: -1.91 -1.36 0.32
O: 2.21 2.51 1.01
O: 1.38 -0.41 -3.35
O: -2.95 1.69 1.53
N: 0.59 0.93 0.91
C: -0.17 -1.18 -0.22
C: 1.75 1.53 0.48
C: 0.55 -0.54 0.99
H: -2.45 -1.73 -0.85
H: -2.65 1.44 2.40
H: 2.17 1.09 -0.43
H: -0.19 -0.56 -1.11
H: -2.82 0.92 0.96
H: 0.35 -2.13 -0.41
H: 0.05 -0.85 1.87
H: 1.58 -0.90 1.04
H: 1.87 -1.24 -3.45
H: 0.21 1.42 1.70
H: 0.45 -0.64 -3.37

## Properties
HOMO level = -9.84 eV
Kohn-Sham gap = 0.3689 hartree
SMILES = O=CNCCS.O.O


Model Q:
Below is a 3-piece molecular cluster, C3H11NO3S overall, with properties calculated with the ωB97M-V functional and the def2-TZVPD basis.

Element x y z (Å)
S: 0.65 -0.74 2.58
O: -2.26 0.41 0.02
O: -0.74 2.57 0.37
O: 0.93 -1.79 -2.05
N: 0.48 0.38 -1.99
C: 0.95 -0.79 -1.40
C: 1.38 -0.71 0.07
C: 0.21 -1.20 0.94
H: -0.07 0.10 -2.82
H: -2.19 0.07 -0.86
H: -2.03 1.34 0.06
H: -0.75 -0.81 0.50
H: 0.18 2.31 0.27
H: 2.33 -1.29 0.22
H: 1.73 0.27 0.26
H: 0.03 -1.68 3.39
H: -1.15 2.56 1.27
H: 0.22 1.19 -1.61
H: 0.11 -2.19 0.80

## Properties
HOMO level = -9.12 eV
Kohn-Sham gap = 0.3462 hartree
SMILES = NC(=O)CCS.O.O


In order of decreasing stability: model P, model Q.


Model P:
Below is C5H8NO2 as an isolated structure, with properties calculated with the ωB97M-V functional and the def2-TZVPD basis.

Element x y z (Å)
O: 1.06 1.51 1.40
O: 1.74 0.82 -0.72
N: 1.21 -1.94 0.84
C: -2.37 0.71 -1.07
C: 1.61 0.62 0.68
C: -1.38 0.47 -0.19
C: -0.35 -0.50 -0.46
C: 0.67 -0.72 0.74
H: 2.07 -1.96 0.25
H: -1.47 0.99 0.75
H: -0.63 -1.45 -0.89
H: -2.50 0.05 -1.92
H: -3.02 1.56 -0.91
H: 0.02 -0.66 1.64
H: 0.69 0.16 -1.09
H: 2.64 0.36 0.94

## Properties
HOMO level = -3.47 eV
Kohn-Sham gap = 0.2117 hartree
Charge = -1


Model Q:
Below is C5H8NO2 as an isolated structure, with properties calculated with the ωB97M-V functional and the def2-TZVPD basis.

Element x y z (Å)
O: -5.71 0.10 -0.03
O: -3.34 0.35 0.01
N: 2.10 0.09 -1.40
C: 1.21 -0.75 0.14
C: 2.40 -0.10 -0.04
C: -0.14 -0.16 0.45
C: -4.50 -0.14 -0.42
C: 3.40 0.49 0.81
H: -0.08 0.72 1.11
H: 1.31 -1.74 -0.33
H: -0.84 -0.91 0.81
H: 3.58 0.23 1.80
H: 3.71 1.41 0.30
H: 1.93 1.13 -1.52
H: -4.39 -0.89 -1.25
H: -0.63 0.18 -0.44

## Properties
HOMO level = -4.19 eV
Kohn-Sham gap = 0.2547 hartree
Charge = -1


In order of decreasing stability: model Q, model P.